Entry 1:
DFT (the ωB97M-V functional and the def2-TZVPD basis) results for C35H48N3OPS5SeW as an isolated structure in a non-equilibrium geometry.

Its highest occupied orbital energy (spin up / spin down) is -16.80 / -16.81 eV. The calculation puts the orbital gap (spin up / spin down) at 2.894 / 2.938 eV.

Structure (ORCA input):
```
! RIJCOSX wB97M-V def2-TZVPD def2/J DEFGRID3
* xyz 4 1
W 1.4752 0.2435 0.5016
C 4.2199 -1.4482 2.3009
C 4.8910 -1.0045 0.9958
S 3.8946 -1.2485 -0.5245
C 4.0243 -3.0204 -0.9619
C 2.9580 -3.9219 -0.3573
S 1.3082 -3.2098 -0.6652
C 0.3504 -4.0310 0.6405
C -0.8543 -3.1806 0.9797
S -0.5237 -1.5194 1.6628
C 0.0992 -1.7901 3.3772
C 1.6141 -1.9743 3.5481
S 2.4367 -1.5921 1.9677
H 4.3973 -0.7361 3.1058
H 4.5510 -2.4362 2.6221
H 5.8480 -1.5050 0.8514
H 5.0800 0.0679 0.9951
H 5.0315 -3.3484 -0.7020
H 3.9443 -3.0171 -2.0496
H 3.0850 -4.0505 0.7184
H 2.9986 -4.9003 -0.8349
H 0.9958 -4.2084 1.5034
H 0.0220 -4.9968 0.2561
H -1.4990 -3.6776 1.7052
H -1.4222 -2.9349 0.0791
H -0.4457 -2.6511 3.7614
H -0.2519 -0.9135 3.9182
H 1.8662 -3.0132 3.7609
H 2.0284 -1.3594 4.3452
C 2.3453 3.7409 2.3407
C 2.6742 2.4552 3.1083
C 3.4326 2.7525 4.3999
C 1.4095 1.6378 3.4260
C 0.3710 2.4250 4.2369
O -0.8544 2.2725 3.4812
C -0.6461 1.5954 2.3971
N 0.6127 1.1862 2.2214
C -1.8503 1.2741 1.6299
C -3.0506 1.1966 2.3417
C -4.2318 0.8837 1.6857
C -4.2273 0.6200 0.3245
C -3.0404 0.6989 -0.3986
C -1.8625 1.0409 0.2429
P -0.3642 1.4819 -0.6507
C -0.1910 0.6619 -2.2427
C -0.6945 1.1106 -3.4559
C -0.2480 0.5150 -4.6277
C 0.6982 -0.5031 -4.5912
C 1.2070 -0.9613 -3.3801
C 0.7545 -0.3633 -2.2261
C -0.5205 3.2514 -1.0051
C -1.8044 3.7856 -1.1553
C -1.9447 5.0898 -1.6025
C -0.8271 5.8647 -1.8809
C 0.4477 5.3405 -1.7074
C 0.6012 4.0360 -1.2715
H 3.2332 4.1198 1.8314
H 2.0075 4.5307 3.0113
H 1.5666 3.5770 1.5914
H 3.3047 1.8108 2.4818
H 2.8725 3.4345 5.0417
H 4.3855 3.2290 4.1740
H 3.6401 1.8463 4.9727
H 1.7121 0.7414 3.9727
H 0.5889 3.4879 4.3111
H 0.1993 2.0377 5.2382
H -3.0590 1.3664 3.4094
H -5.1573 0.8474 2.2447
H -5.1548 0.3861 -0.1808
H -3.0279 0.4996 -1.4637
H -1.4016 1.9303 -3.4897
H -0.6166 0.8669 -5.5821
H 1.0653 -0.9412 -5.5097
H 1.9434 -1.7535 -3.3582
H 1.1336 -0.7045 -1.2150
H -2.6874 3.2070 -0.9278
H -2.9352 5.5054 -1.7319
H -0.9461 6.8817 -2.2307
H 1.3191 5.9481 -1.9109
H 1.6029 3.6433 -1.1441
C -4.1902 -0.6849 -4.3574
N -4.2406 -2.1135 -4.1064
C -3.5275 -2.7898 -3.2153
S -2.3043 -2.0398 -2.2515
N -3.7612 -4.0866 -3.0407
C -4.8540 -4.8561 -3.6286
H -4.3334 -0.5036 -5.4203
H -3.2256 -0.2921 -4.0534
H -4.9830 -0.1683 -3.8127
H -4.9195 -2.6254 -4.6507
H -3.1053 -4.5936 -2.4770
H -5.7408 -4.2353 -3.7499
H -5.1112 -5.6651 -2.9502
H -4.5751 -5.2858 -4.5920
Se 2.9638 1.7305 -0.3718
*
```

=====

Entry 2:
DFT (the ωB97M-V functional and the def2-TZVPD basis) results for the molecule C4H7NO2.

Its highest occupied orbital energy is -10.36 eV. The energy relative to the best compared isomer or geometry (same formula, charge and spin) comes out at 32.2 kJ/mol. The calculation puts the orbital gap at 11.080 eV.

Structure (ORCA input):
```
! RIJCOSX wB97M-V def2-TZVPD def2/J DEFGRID3
* xyz 0 1
C -1.6940 -0.8472 -0.3208
N -0.5489 -0.0184 0.0859
C -0.6953 1.2005 0.7401
O -1.7462 1.6885 1.0823
C 0.6972 -0.5033 -0.3319
O 0.7506 -1.5450 -0.9507
C 1.9691 0.2567 -0.0251
H -2.5074 -0.7543 0.3960
H -2.0355 -0.5630 -1.3214
H -1.3628 -1.8856 -0.3787
H 0.2667 1.7068 0.9289
H 2.0004 1.2356 -0.5121
H 2.7620 -0.3659 -0.4377
H 2.1442 0.3947 1.0452
*
```

=====

Entry 3:
DFT (the ωB97M-V functional and the def2-TZVPD basis) results for a 3-piece molecular cluster, C4H13O3S2 overall in a non-equilibrium geometry.

Its highest occupied orbital energy is -2.95 eV. The energy relative to the best compared isomer or geometry (same formula, charge and spin) comes out at 0.0 kJ/mol. The calculation puts the orbital gap at 6.201 eV.

Structure (ORCA input):
```
! RIJCOSX wB97M-V def2-TZVPD def2/J DEFGRID3
* xyz -1 1
O -2.3531 -0.9550 0.3601
H -2.2067 -0.0666 0.0016
C 1.2417 -1.6162 0.6400
S 1.1148 -1.3588 -1.0486
O 2.5914 -1.2093 -1.4865
C 0.6056 -2.9722 -1.5402
H 0.2348 -1.9064 1.2082
H 1.5822 -0.6006 0.9850
H 1.9236 -2.4357 1.0149
H 1.2241 -3.6952 -0.9438
H 0.7983 -3.1981 -2.5100
H -0.4392 -3.2393 -1.0882
C 0.2974 1.9559 -0.3020
S -0.4624 1.5270 1.2057
O 0.4294 2.0114 2.3670
C -1.7332 2.6917 0.8416
H 1.2187 1.5128 -0.4148
H 0.4562 3.1228 -0.2998
H -0.2766 1.6664 -1.1636
H -2.2695 3.2413 1.7647
H -2.4621 2.0262 0.2315
H -1.5154 3.4979 0.1771
*
```

=====

Entry 4:
DFT (the ωB97M-V functional and the def2-TZVPD basis) results for C23H25N3Pd as an isolated structure.

Its highest occupied orbital energy is 1.52 eV. The energy relative to the best compared isomer or geometry (same formula, charge and spin) comes out at 0.0 kJ/mol. The calculation puts the orbital gap at 3.579 eV.

Structure (ORCA input):
```
! RIJCOSX wB97M-V def2-TZVPD def2/J DEFGRID3
* xyz -2 1
Pd 1.1458 0.3154 0.5318
C 2.1229 -2.8237 0.0497
N 2.2940 -1.6612 -0.7996
C 3.6733 -1.2198 -0.8194
C 1.6676 -1.7923 -2.0707
C 2.3971 -2.1994 -3.1694
C 1.8359 -2.2772 -4.4443
C 0.5108 -1.9095 -4.5777
C -0.2471 -1.5222 -3.4799
C 0.2655 -1.4830 -2.1583
N -0.3574 -1.1660 -0.9928
C -1.7078 -1.0958 -0.8093
C -2.7439 -1.4181 -1.7218
C -4.0941 -1.3220 -1.4073
C -4.5092 -0.9046 -0.1581
C -3.5221 -0.6202 0.7841
C -2.1737 -0.7090 0.4955
N -1.2130 -0.4672 1.5177
C -0.8337 -1.6858 2.1974
C -1.5271 0.5944 2.4532
H 2.7194 -3.6837 -0.3132
H 1.0701 -3.1003 0.0639
H 2.4313 -2.5750 1.0683
H 4.3811 -2.0319 -1.0775
H 3.9242 -0.8307 0.1691
H 3.7862 -0.4082 -1.5364
H 3.4448 -2.4427 -3.0309
H 2.4304 -2.5856 -5.2969
H 0.0399 -1.9052 -5.5566
H -1.2454 -1.1787 -3.6852
H -2.5109 -1.7750 -2.7077
H -4.8220 -1.5769 -2.1726
H -5.5606 -0.8129 0.0917
H -3.8116 -0.3188 1.7843
H -1.6608 -2.0820 2.8193
H 0.0320 -1.4848 2.8339
H -0.5551 -2.4387 1.4610
H -2.3132 0.3103 3.1780
H -1.8372 1.4867 1.9126
H -0.6132 0.8521 2.9929
C 1.4676 1.9313 1.3496
C 1.0730 3.1626 1.7376
C -0.0994 3.8276 1.1616
C -0.4648 5.0897 1.5409
C 0.2262 5.8467 2.5085
C 1.3375 5.2152 3.1028
C 1.7547 3.9576 2.7653
H -0.6800 3.2911 0.4173
H -1.3459 5.5183 1.0633
H -0.0919 6.8423 2.7935
H 1.8947 5.7436 3.8775
H 2.6150 3.5229 3.2633
*
```